13
Properties=species:S:1:pos:R:3 method="wB97M-V/def2-TZVPD" smiles=Cc1c[nH]c[nH+]1 lumo_energy_ha=-0.139 multiplicity=1 max_force_ev_per_a=4.535 total_charge=+1 de_lowest_kj_mol=137.7
C -0.4312 1.9297 -0.7869
C -0.1975 0.6372 -0.2362
C -1.0965 -0.2679 0.4461
N -0.3281 -1.3950 0.7452
C 1.0230 -1.2058 0.2316
N 1.0961 0.0231 -0.2299
H -1.4945 2.0341 -0.5602
H -0.4478 2.0207 -1.8805
H 0.0970 2.8287 -0.5192
H -2.0987 -0.1130 0.9606
H -0.7369 -2.2294 1.1171
H 1.7148 -2.0682 0.2029
H 1.8039 0.5711 -0.8554



13
Properties=species:S:1:pos:R:3 method="wB97M-V/def2-TZVPD" smiles=Cc1c[nH]c[nH+]1 lumo_energy_ha=-0.123 multiplicity=1 max_force_ev_per_a=1.308 total_charge=+1 de_lowest_kj_mol=13.4
C 1.9214 0.8775 0.4010
C 0.6007 0.2523 0.2339
C -0.1670 -0.5646 0.9929
N -1.3046 -0.8645 0.2680
C -1.2520 -0.2312 -0.8898
N -0.0996 0.4171 -0.9343
H 2.7973 0.2484 0.1930
H 2.1023 1.2229 1.4106
H 2.0568 1.7187 -0.2859
H -0.1082 -0.8685 2.0263
H -2.1433 -1.2340 0.6936
H -1.9394 -0.3035 -1.7061
H 0.2697 0.9511 -1.7080